{"formula": "C45H54F6O6S3", "method": "ωB97M-V/def2-TZVPD", "e_lumo_ha": 0.0040, "total_charge": 0, "gap_ha": 0.281, "homo_ev": -7.539, "relative_energy_kcal_mol": 1030.60, "molar_mass_da": 901.110, "energy_ev": -108589.439, "species": ["S", "S", "S", "F", "F", "F", "F", "F", "F", "O", "O", "O", "O", "O", "O", "C", "C", "C", "C", "C", "C", "C", "C", "C", "C", "C", "C", "C", "C", "C", "C", "C", "C", "C", "C", "C", "C", "C", "C", "C", "C", "C", "C", "C", "C", "C", "C", "C", "C", "C", "C", "C", "C", "C", "C", "C", "C", "C", "C", "C", "H", "H", "H", "H", "H", "H", "H", "H", "H", "H", "H", "H", "H", "H", "H", "H", "H", "H", "H", "H", "H", "H", "H", "H", "H", "H", "H", "H", "H", "H", "H", "H", "H", "H", "H", "H", "H", "H", "H", "H", "H", "H", "H", "H", "H", "H", "H", "H", "H", "H", "H", "H", "H", "H"], "coordinates": [[3.430561, 3.425055, -0.356861], [1.448335, -1.284276, 4.575019], [-2.447199, 0.452212, -2.475034], [1.308525, 0.775039, -2.225458], [-3.146106, 5.256766, -0.595239], [3.842840, -0.857177, 1.028011], [-2.027879, 2.188398, 1.583616], [-3.710835, -3.825609, 0.006514], [2.149526, -0.172849, 1.260907], [-1.254672, -3.366780, -2.304564], [0.272005, -4.571563, -3.233527], [4.203093, 3.510355, 0.935002], [-1.340454, -0.368175, -3.170118], [0.803650, -3.169457, -1.469003], [0.095996, -1.654185, 5.175160], [1.810785, -2.843279, 3.520086], [3.347261, 0.332993, -3.455932], [0.135633, 3.691191, -0.273486], [-1.105337, 1.238477, -0.886973], [3.774051, -4.482127, 1.389713], [1.971461, 2.324201, 0.182325], [-3.243939, 1.424261, -3.857667], [-3.703920, 2.574136, 5.371060], [1.541987, -4.761053, -3.722964], [1.010997, 0.291475, 0.627208], [0.005145, -3.639148, -2.273417], [0.752321, -0.284987, -0.570844], [-1.760899, -2.253515, -1.466493], [4.316565, 2.217849, -1.455438], [-3.573562, -2.520557, 0.229008], [2.355232, -4.698726, 1.273590], [0.169942, 1.251301, 1.166310], [2.101884, -1.522704, -2.562660], [-2.156343, 3.368216, 3.754812], [4.272227, -3.185940, 1.136153], [-4.690983, -1.685334, 0.397614], [2.007757, -2.349154, 0.931107], [-3.775206, -0.650753, -1.916818], [3.061234, -2.393335, -3.036645], [0.899748, 4.752987, 0.215319], [3.366502, -2.116209, 1.055848], [2.215438, -0.109344, -2.772714], [-0.368025, 0.140999, -1.355581], [-4.520594, -0.346452, 0.641842], [-2.645301, 3.434573, 5.055732], [-3.709563, 1.679117, 3.166345], [-1.083294, 6.157981, 0.320137], [-2.308098, -1.998599, 0.487711], [0.266908, 5.904126, 0.559227], [-2.111373, -0.616460, 0.666557], [-1.227752, 3.875731, -0.586365], [4.138149, -1.916400, -3.732487], [1.137370, -0.201938, 3.107212], [-1.829843, 5.108148, -0.274299], [1.471213, -3.616047, 1.131548], [-2.631846, 2.488396, 2.761162], [-0.850839, 1.767097, 0.340795], [-3.238863, 0.203901, 0.572547], [-4.180931, 1.667306, 4.470449], [4.332842, -0.573262, -3.896141], [-5.646263, -2.187407, 0.439406], [5.321341, -2.952569, 1.242368], [5.378412, 2.423629, -1.320403], [3.388413, 1.398614, -3.626684], [1.941532, 4.511597, 0.366384], [-1.511823, -2.727367, 0.452514], [-0.634113, -0.438152, -2.227467], [-1.524750, -2.393723, -0.411653], [-4.034317, 2.479638, 6.394925], [5.200905, -0.226257, -4.436934], [2.086262, -5.405264, -3.032411], [1.332209, -1.518650, 0.788647], [-4.484667, -0.031723, -1.367681], [-1.365242, 2.611406, 0.775470], [-4.956834, 1.011481, 4.836865], [-2.996280, 1.245429, 0.723479], [0.986858, -2.905284, 2.809166], [-2.806262, -1.957885, -1.377423], [0.220460, 1.761031, 2.117111], [1.639516, -3.749792, 4.100594], [3.986287, 2.187754, -2.493756], [-3.633093, 0.684081, -4.556806], [-2.143796, 4.066327, 5.773896], [1.309264, 2.829609, 0.885313], [1.425015, -5.346236, -4.635093], [0.750548, 0.750686, 3.469121], [1.240954, -1.860004, -2.004611], [4.388994, -5.329845, 1.653577], [4.899961, -2.604222, -4.068552], [0.815892, 6.695144, 1.048418], [2.086866, -3.844312, -3.948317], [-2.613092, 2.186256, -4.315365], [-5.433024, 0.229396, 0.594254], [-1.772056, 3.100386, -1.104972], [0.587550, 2.788901, -0.658270], [1.352232, 2.026487, -0.663844], [-1.291537, 3.950672, 3.473294], [4.099932, 1.247534, -1.008620], [-3.254039, -1.463823, -1.411436], [2.854593, -3.453151, -3.014278], [-1.435592, 7.130710, 0.630137], [-1.286021, -1.338580, -1.820712], [-4.034639, 0.928174, 2.461494], [2.817796, -2.710029, 3.124742], [2.047108, 0.059250, 2.566598], [2.361649, 1.419430, 0.648411], [-1.988954, 1.647624, -1.354071], [-4.087405, -1.133685, -2.842783], [0.399253, -0.641619, 2.436414], [-4.061156, 2.043550, -3.487903], [0.395133, -3.625535, 1.040209], [1.413744, -1.080121, -0.881801], [-1.104414, -0.238862, 0.765824], [1.997166, -5.717592, 1.284291]], "forces_ev_per_angstrom": [[0.48, -1.47, 0.26], [-1.66, -1.71, -1.08], [-4.46, -2.18, -6.75], [3.69, 1.11, -4.24], [0.35, 0.20, 0.25], [4.44, -2.06, -0.59], [-8.07, 1.64, 11.35], [0.09, -0.44, -0.25], [-2.51, 4.27, -5.33], [-2.38, 0.66, -0.42], [-2.38, 1.53, 1.12], [-0.11, 0.04, -0.74], [-5.47, 0.39, -7.92], [-1.90, -3.07, -0.26], [1.08, 0.73, -0.29], [-0.91, 1.37, 2.27], [-0.92, 0.08, -0.11], [-2.28, 3.89, -3.21], [2.65, 0.78, 1.85], [-1.89, 1.18, -1.04], [4.32, -0.72, -0.38], [-0.65, -0.74, 0.26], [1.19, 0.53, 1.29], [0.98, -1.50, -0.89], [-1.44, -1.02, -0.21], [1.20, -0.94, 0.48], [-2.19, -0.16, 2.31], [4.62, -2.13, -3.59], [-0.43, -0.05, 1.37], [-1.76, 1.61, 3.28], [0.48, 0.58, 0.20], [-2.39, 0.94, -0.53], [-0.17, 3.13, -0.96], [1.36, 0.05, -1.75], [-0.42, -0.44, 1.46], [0.82, -2.40, 0.76], [0.17, -0.77, -0.22], [-1.11, 2.24, -3.65], [-0.57, 0.52, 0.17], [-0.74, -1.75, -0.14], [0.01, -1.58, -1.32], [2.07, -2.15, -0.83], [2.14, 1.17, 6.99], [0.10, 0.38, -0.47], [-0.68, -0.89, -1.07], [0.76, -0.60, -0.98], [0.03, -1.25, -0.24], [-2.48, 0.93, 5.97], [-0.61, 1.73, 0.45], [-1.32, -1.94, 0.18], [0.14, 3.84, -0.21], [1.21, -0.32, 0.16], [-0.64, -0.25, 4.61], [0.95, -0.25, -0.11], [2.24, -0.68, -2.09], [-3.25, -0.50, 5.38], [7.38, -2.87, -2.37], [-0.02, -0.74, 1.55], [-0.41, 0.60, -0.54], [-0.88, 1.09, -0.23], [-0.26, 0.20, -0.30], [0.14, -0.07, -0.09], [-0.09, 0.19, -0.19], [0.18, -0.40, -0.66], [-0.69, 1.52, 0.50], [-0.17, -0.84, 5.45], [2.97, 1.16, 0.90], [2.72, -0.45, -6.47], [-0.13, 0.29, 0.12], [0.01, 0.22, 0.04], [0.49, 0.21, 0.14], [0.03, -2.59, 0.28], [0.15, -0.35, -1.02], [4.29, 0.84, -5.44], [-0.03, -0.31, -0.49], [-1.54, -0.97, -1.04], [0.43, 0.76, 0.90], [7.79, -10.33, -1.62], [0.52, -0.37, -0.02], [0.57, 0.30, 0.69], [0.35, 0.91, 0.88], [0.11, 0.28, -0.29], [-0.21, 0.07, 0.02], [1.79, -0.25, 0.04], [-0.08, 0.06, -0.06], [-0.24, -0.46, 0.74], [1.00, 0.40, -1.55], [0.28, 0.11, -0.30], [0.05, -0.09, -0.19], [0.20, 0.12, -0.04], [-1.22, -1.00, -0.76], [0.74, -0.66, 0.09], [0.08, 0.51, 0.42], [-0.13, 1.01, 0.05], [-2.38, 2.84, -0.25], [2.65, -1.16, 0.36], [0.22, 0.33, 0.13], [0.22, -0.17, -0.09], [-8.36, 9.27, -0.54], [1.30, 1.11, 1.52], [-0.61, -0.17, -0.20], [-1.01, -2.67, 1.15], [-0.28, 0.12, 0.41], [-0.45, -0.50, 0.08], [-0.59, -0.15, 3.54], [1.72, 1.90, -0.51], [2.20, 1.01, 1.82], [-0.80, -0.18, -0.02], [0.03, -0.35, 0.75], [-0.28, -0.43, 0.51], [-0.04, -0.85, 0.10], [-0.59, 1.03, 0.72], [-0.80, -0.59, 0.48], [-0.14, -0.06, 0.36]]}



{"formula": "C45H55AsMnN3P2S5", "method": "ωB97M-V/def2-TZVPD", "e_lumo_ha": [0.0267, 0.0700], "total_charge": -1, "gap_ha": [0.146, 0.243], "spin_multiplicity": 6, "s2": 8.94, "homo_ev": [-3.234, -4.712], "molar_mass_da": 990.099, "energy_ev": -216945.000, "species": ["As", "Mn", "S", "S", "S", "S", "S", "P", "P", "N", "N", "N", "C", "C", "C", "C", "C", "C", "C", "C", "C", "C", "C", "C", "C", "C", "C", "C", "C", "C", "C", "C", "C", "C", "C", "C", "C", "C", "C", "C", "C", "C", "C", "C", "C", "C", "C", "C", "C", "C", "C", "C", "C", "C", "C", "C", "C", "H", "H", "H", "H", "H", "H", "H", "H", "H", "H", "H", "H", "H", "H", "H", "H", "H", "H", "H", "H", "H", "H", "H", "H", "H", "H", "H", "H", "H", "H", "H", "H", "H", "H", "H", "H", "H", "H", "H", "H", "H", "H", "H", "H", "H", "H", "H", "H", "H", "H", "H", "H", "H", "H", "H"], "coordinates": [[-0.223986, 0.232874, 2.050624], [-0.296398, -1.262087, -0.668486], [0.196857, -6.207907, -0.207315], [-1.548789, -2.448930, 0.964993], [0.339951, -3.503863, -1.558993], [-0.663032, -8.161493, 1.870707], [-1.440718, -5.294009, 1.941792], [-2.371547, -0.496319, -1.825709], [0.834052, -0.414075, -2.659385], [0.912725, -0.536576, 0.787329], [-0.049124, 0.582669, -4.991411], [-2.758381, 0.837503, -4.140889], [-3.008535, -3.036685, -2.825400], [-0.078407, -0.578561, 3.843658], [4.448353, -0.386357, 2.011950], [1.484516, 4.768379, 2.221698], [-3.269418, 1.937578, -6.212229], [-0.806910, -0.299864, 6.138758], [-1.169883, 2.698641, 0.521105], [-2.898691, 2.379376, -7.471534], [3.474665, 0.274193, -2.108086], [-1.812232, 0.253598, -3.383901], [0.475729, 4.328487, 1.373508], [-2.345675, 1.309082, -5.366396], [-0.471442, 0.197772, -3.772391], [3.112490, -0.063938, 1.810714], [-1.518304, 1.441991, 4.525160], [0.422549, -2.229895, 5.526321], [-0.988426, -4.091915, 0.759657], [2.158755, 0.932688, -2.532292], [-1.006466, 1.145014, -5.808588], [0.565490, 2.078826, 2.298736], [-0.221222, -4.512163, -0.248729], [-3.417021, 0.832572, -1.124447], [2.870983, -1.935827, 0.362749], [1.077814, -2.819084, 3.227558], [2.017778, 6.176207, 2.133091], [1.963869, 3.868307, 3.150255], [-0.186799, -1.481637, 6.517654], [5.014187, -1.496464, 1.399683], [-0.655254, 1.589613, -7.091628], [-1.588091, 2.199169, -7.916231], [1.642848, -1.664911, -3.708692], [2.113056, 1.749717, 4.369992], [-0.629103, -6.638202, 1.238886], [0.001282, 3.024972, 1.413155], [1.735473, 1.944248, -1.472307], [1.517616, 2.544716, 3.222398], [-0.777675, 0.155785, 4.826369], [-3.699637, -1.796803, -2.257122], [2.406607, 1.683917, -3.841493], [-4.466754, -2.172821, -0.983238], [2.278295, -0.833792, 0.994076], [4.204788, -2.262179, 0.568594], [0.467645, -1.827299, 4.190032], [-4.728198, -1.292454, -3.279200], [-0.223901, -1.967277, 7.945823], [0.824509, 2.467290, -1.775417], [1.828331, 2.216956, 5.317596], [-1.337238, 0.287730, 6.884028], [1.569011, 1.472288, -0.504992], [2.702379, 1.027621, -4.661297], [-2.884360, 1.774844, -1.182520], [5.051976, 0.244638, 2.658303], [-5.062108, -1.332681, -0.613904], [-4.310817, 0.908427, -1.740096], [-4.280688, -0.796088, -4.133372], [-5.449518, -0.605957, -2.828195], [2.583679, 6.318055, 1.208529], [3.880688, -0.359182, -2.900442], [3.205359, 1.768356, 4.317826], [-5.161962, -2.983258, -1.231974], [0.904059, -2.409019, -3.996943], [-1.464170, 3.579347, -0.052314], [-2.243340, 1.303637, 3.718790], [0.776890, -2.223393, 8.300041], [-0.841479, -2.864667, 8.039488], [3.386531, -0.318844, -1.201646], [-1.297437, 2.540523, -8.903922], [2.703035, 0.805686, 2.284303], [2.169709, -2.761760, 3.231263], [2.525438, 2.693309, -1.350347], [2.681176, 6.402675, 2.969285], [-0.635302, -1.206604, 8.611013], [2.263553, -2.566431, -0.269287], [-3.768820, -3.791421, -3.051666], [0.794902, -3.829578, 3.530646], [0.732775, -2.673719, 2.213237], [-3.819248, -2.520250, -0.184902], [2.719766, 4.193034, 3.863591], [1.797928, 0.717289, 4.403397], [-2.296866, -3.469817, -2.127154], [-2.028255, 2.360796, 1.100067], [-0.849975, 2.246826, 4.217338], [-2.061060, 1.776395, 5.410077], [-2.472407, -2.806354, -3.750791], [0.033563, 5.024596, 0.665177], [-3.629513, 2.859618, -8.112592], [3.231527, 2.378736, -3.640826], [4.610043, -3.140255, 0.075353], [0.371829, 1.445744, -7.411484], [-4.286241, 2.057002, -5.854069], [1.998883, -1.148778, -4.598615], [-3.680441, 0.624825, -0.087523], [1.206424, 6.907882, 2.132718], [0.864225, -3.191246, 5.782475], [4.201084, 1.069258, -1.911627], [-0.940786, 1.909928, -0.185483], [-5.286747, -2.169064, -3.627401], [6.053038, -1.757739, 1.564325], [2.456713, -2.162628, -3.184819], [1.541402, 2.250922, -4.174177]], "forces_ev_per_angstrom": [[0.19, 0.17, -0.39], [0.34, -0.90, 0.86], [0.16, -0.08, -0.17], [-0.20, 0.08, -0.04], [-0.05, 0.07, 0.07], [0.03, -0.01, 0.02], [-0.12, 0.10, 0.17], [-0.41, 0.06, -0.36], [0.07, 0.38, -0.57], [0.30, 0.00, 0.23], [-0.14, 0.03, 0.01], [0.06, 0.04, -0.03], [0.02, 0.05, -0.05], [-0.02, -0.07, 0.05], [-0.04, 0.01, -0.01], [-0.01, 0.11, -0.06], [-0.03, 0.02, -0.03], [0.00, 0.03, 0.05], [0.09, 0.17, 0.01], [0.04, -0.02, 0.01], [0.08, 0.01, -0.06], [0.01, 0.13, -0.03], [0.00, 0.05, -0.02], [-0.03, -0.04, 0.11], [-0.02, -0.06, -0.11], [0.03, -0.02, 0.02], [0.02, -0.07, 0.07], [0.01, -0.10, -0.07], [-0.27, 0.23, 0.21], [-0.13, -0.10, 0.12], [0.11, -0.08, 0.11], [0.04, 0.03, 0.12], [0.20, -0.06, -0.37], [0.04, -0.14, 0.08], [0.09, -0.20, 0.18], [0.14, 0.15, 0.08], [-0.03, -0.05, -0.01], [0.08, -0.05, 0.09], [-0.03, 0.01, 0.09], [-0.08, 0.03, -0.05], [0.01, -0.01, 0.00], [0.01, -0.01, 0.06], [0.02, 0.02, 0.08], [0.02, 0.08, -0.08], [-0.06, -0.02, -0.07], [-0.02, -0.01, 0.01], [-0.11, 0.08, 0.08], [0.04, -0.02, 0.04], [0.05, 0.06, 0.02], [0.18, 0.04, 0.04], [0.10, 0.00, -0.04], [-0.10, 0.02, -0.04], [-0.41, 0.03, 0.01], [-0.07, -0.02, -0.02], [-0.04, 0.02, 0.07], [-0.05, -0.07, 0.01], [0.00, 0.01, -0.06], [-0.03, 0.00, 0.03], [-0.02, -0.03, -0.04], [0.02, -0.03, -0.03], [-0.02, -0.02, 0.05], [-0.03, 0.01, 0.05], [0.04, 0.06, -0.02], [-0.05, -0.03, -0.04], [0.05, -0.05, -0.01], [-0.04, 0.04, 0.02], [0.03, -0.04, -0.04], [0.08, 0.02, -0.03], [-0.02, -0.01, 0.03], [-0.01, 0.04, 0.03], [-0.04, 0.03, -0.01], [0.02, 0.08, -0.01], [-0.03, 0.00, -0.03], [0.01, 0.00, 0.01], [0.00, -0.01, -0.03], [-0.02, 0.01, -0.01], [0.02, 0.04, -0.02], [-0.01, 0.05, -0.05], [-0.01, -0.02, 0.05], [0.02, 0.11, 0.01], [-0.01, 0.05, -0.01], [-0.05, -0.03, -0.04], [-0.03, -0.02, -0.03], [0.01, -0.02, -0.03], [-0.03, -0.06, -0.05], [0.03, 0.04, -0.02], [0.04, 0.04, 0.00], [0.04, 0.10, -0.11], [0.06, -0.02, 0.02], [-0.06, -0.03, -0.05], [-0.02, -0.12, -0.05], [0.03, 0.00, 0.07], [-0.04, -0.01, 0.04], [-0.06, -0.03, 0.07], [-0.01, -0.05, -0.02], [0.00, 0.00, 0.03], [0.02, -0.04, 0.03], [0.03, -0.02, 0.02], [-0.03, -0.02, -0.07], [-0.03, 0.05, 0.01], [-0.06, 0.01, 0.02], [0.05, -0.01, 0.01], [0.04, -0.02, -0.06], [0.01, -0.02, -0.01], [0.02, -0.03, 0.00], [-0.03, 0.07, -0.01], [-0.01, -0.03, -0.02], [0.11, -0.21, -0.17], [-0.03, 0.07, 0.05], [-0.05, 0.02, -0.02], [-0.01, 0.02, 0.00], [-0.01, 0.00, 0.04]]}